[1]
19
Properties=species:S:1:pos:R:3:forces:R:3 method="wB97M-V/def2-TZVPD" fmax_ev_per_a=4.707 spin_multiplicity=2 total_charge=0 orbital_gap_ev="3.8 / 10.6"
N -0.792617 -0.721246 -0.925307 0.543 2.437 1.363
C 0.575139 -0.242296 -0.450148 1.035 -4.585 0.260
C 1.062426 -1.315883 0.597219 1.131 2.777 0.473
C 0.662280 1.100039 0.133098 -0.541 3.631 -0.917
N 2.053076 1.648639 0.021865 -1.616 -3.448 -0.985
H -0.883319 -0.078276 -1.684536 -0.979 0.379 -1.976
H -1.618822 -0.440263 -0.327840 0.324 -0.801 0.387
H -0.826825 -1.684470 -1.247189 0.004 -0.674 -0.198
H 1.154964 -0.417691 -1.391147 0.016 0.854 0.887
H 0.337020 -1.239157 1.439982 0.465 -0.907 -0.614
H 2.057588 -0.928651 1.022533 -1.299 -0.579 -0.652
H 1.263669 -2.253094 0.106613 -0.430 -0.598 0.294
H -0.036894 1.802496 -0.437348 0.560 -0.838 0.697
H 0.317986 1.162152 1.185722 0.293 -0.349 -0.573
H 2.225217 2.166903 -0.791198 -0.057 0.620 -1.355
H 2.271537 2.183681 0.769927 0.777 1.903 2.825
H -3.619325 0.170191 -0.001299 -0.224 -0.392 0.556
H -3.272136 -0.727703 1.380299 0.051 0.999 -1.635
O -2.930966 -0.185370 0.598755 -0.053 -0.428 1.163

[2]
19
Properties=species:S:1:pos:R:3:forces:R:3 method="wB97M-V/def2-TZVPD" fmax_ev_per_a=2.961 total_charge=+1 orbital_gap_ev=10.3
N 0.228499 -1.558456 0.355298 -1.329 0.095 0.324
C 0.415355 -0.137874 -0.108953 1.702 -0.384 -0.385
C 0.681336 0.705935 1.119091 0.191 0.561 -0.367
N -0.472865 0.616604 1.966502 -1.691 0.915 1.133
C -1.506661 1.699449 1.716894 1.329 -1.447 -2.215
H 0.047083 -2.239692 -0.379426 -0.181 0.129 -0.187
H -0.567877 -1.516460 1.010136 0.031 -0.158 0.067
H 1.019538 -1.908401 0.891811 0.265 0.239 0.027
H -0.402064 0.264502 -0.696606 -0.436 -0.619 0.068
H 1.288809 -0.233008 -0.755086 -0.001 0.586 -0.079
H 0.860406 1.727366 0.760738 0.245 -0.020 0.084
H 1.586683 0.348982 1.613401 -0.037 0.071 0.152
H -0.309342 0.855513 2.936599 0.999 -0.861 0.120
H -2.449015 1.327863 2.040163 -0.677 0.246 0.916
H -1.141804 2.656112 2.069905 -0.410 0.196 0.252
H -1.624780 1.731736 0.627475 -0.026 0.458 0.057
H 0.778128 -2.239712 -5.028212 0.009 0.186 -0.146
H 1.159891 -0.750981 -5.062945 0.101 -0.028 -0.131
O 0.408682 -1.349478 -5.076785 -0.083 -0.165 0.309

[3]
21
Properties=species:S:1:pos:R:3:forces:R:3 method="wB97M-V/def2-TZVPD" fmax_ev_per_a=1.160 total_charge=-1 orbital_gap_ev=6.2
C -0.821260 0.361727 2.237600 0.110 0.590 0.518
C -1.058913 0.069290 0.772862 -0.344 0.203 0.164
S -1.911319 -1.507659 0.517045 0.166 -0.273 -0.282
N -0.033544 1.621106 2.406549 -0.095 -0.082 0.849
C 1.391727 1.372377 2.241747 0.082 0.367 -1.097
N 2.056567 2.350059 1.364766 0.462 -0.355 0.647
H -0.321964 -0.417794 2.822290 -0.036 -0.462 -0.436
H -1.812588 0.470521 2.686614 0.120 0.197 0.117
H -1.705640 0.888333 0.457479 -0.117 0.106 -0.198
H -0.146384 0.226873 0.198936 0.308 -0.405 -0.101
H -0.158357 1.952845 3.364703 -0.207 -0.063 -0.363
H 1.947015 1.334753 3.174495 -0.109 -0.010 0.410
H 1.507506 0.420477 1.734106 0.100 -0.342 0.185
H 1.561347 3.227923 1.407702 -0.110 -0.027 -0.368
H 2.100159 1.969340 0.433330 -0.298 0.432 -0.240
H -0.951351 -2.635392 -6.543468 0.048 0.072 0.269
H 0.138338 -1.731465 -5.918464 -0.166 -0.157 0.170
O -0.099416 -2.223803 -6.708963 0.135 0.054 -0.391
H -0.437576 -3.067905 -1.630631 0.066 0.227 0.091
H -0.967747 -2.002198 -2.515205 0.131 -0.012 0.198
O -0.276599 -2.679406 -2.503495 -0.245 -0.060 -0.142

[4]
19
Properties=species:S:1:pos:R:3:forces:R:3 method="wB97M-V/def2-TZVPD" fmax_ev_per_a=4.005 total_charge=0 orbital_gap_ev=9.9 smiles=CNC.NCN
C -1.615822 -1.963435 0.875532 -0.550 0.820 -3.848
N -3.045083 -1.856924 1.284501 0.513 0.046 -2.765
C -3.122700 -0.970638 2.375510 -0.803 1.142 0.858
H -0.963031 -2.284017 1.697893 -0.152 0.576 -0.303
H -1.368303 -0.926953 0.275450 0.311 -2.087 2.079
H -1.490491 -2.701797 -0.019189 -0.366 0.862 1.817
H -3.491817 -1.257452 0.540104 0.508 -1.624 0.468
H -2.646125 0.038631 2.040206 -0.097 -1.390 1.743
H -4.179432 -0.769152 2.522842 -0.295 0.356 0.075
H -2.897720 -1.575325 3.279805 0.935 1.302 -0.126
N 3.040555 2.214186 -2.699384 -0.808 -1.716 0.091
C 2.778327 0.897265 -1.831233 0.724 3.903 -0.537
N 2.724139 1.243322 -0.447065 1.396 2.036 1.907
H 3.016071 3.009122 -2.062372 0.082 -0.210 -0.061
H 2.160342 2.273855 -3.241298 0.928 0.390 0.147
H 3.561112 0.178512 -1.995814 -0.096 -0.386 -0.404
H 1.784172 0.722142 -2.160599 -0.611 -1.551 -0.089
H 2.085588 2.068302 -0.354719 0.504 -1.154 0.059
H 3.670223 1.660358 -0.080170 -2.122 -1.315 -1.111

[5]
20
Properties=species:S:1:pos:R:3:forces:R:3 method="wB97M-V/def2-TZVPD" fmax_ev_per_a=0.341 total_charge=0 orbital_gap_ev=9.8 smiles=CNCO.NCN
C 0.526892 2.276292 0.679080 -0.081 0.138 0.111
N -0.134216 1.003487 0.900757 -0.114 -0.103 0.231
C -0.387266 0.759934 2.304466 0.049 0.098 -0.130
O -1.149543 -0.405835 2.461878 -0.210 -0.262 -0.058
H -0.181461 3.091904 0.850345 0.030 -0.038 -0.026
H 0.873295 2.349203 -0.347476 0.010 -0.031 -0.109
H 1.383795 2.448310 1.343605 0.093 -0.030 -0.018
H 0.415649 0.223168 0.553497 0.106 0.035 -0.138
H 0.536213 0.602423 2.876771 -0.040 -0.027 0.075
H -0.907088 1.627135 2.726135 0.027 0.124 -0.048
H -1.847084 -0.370755 1.792065 0.120 0.039 0.134
N -0.108562 -1.294691 -3.239539 0.113 -0.019 0.103
C 0.213124 -0.701805 -1.949228 -0.049 -0.067 -0.080
N 0.879622 -1.522232 -0.940233 -0.065 -0.013 -0.036
H 0.729056 -1.647732 -3.684275 0.052 0.006 -0.083
H -0.735604 -2.080837 -3.133737 -0.113 -0.036 0.027
H 0.855527 0.154815 -2.138445 0.055 0.129 0.000
H -0.708138 -0.316047 -1.513926 -0.015 -0.028 0.007
H 0.367312 -2.381535 -0.773911 -0.057 0.070 0.083
H 1.805186 -1.793130 -1.244953 0.088 0.015 -0.047

[6]
21
Properties=species:S:1:pos:R:3:forces:R:3 method="wB97M-V/def2-TZVPD" fmax_ev_per_a=3.435 total_charge=0 orbital_gap_ev=3.9
C 0.432197 -1.797391 1.968549 0.078 0.601 -0.566
C 0.552106 -2.053686 0.661025 -1.659 -0.803 -1.102
N 0.681571 0.653804 -2.010499 -0.872 -0.862 0.946
C 0.197971 1.407990 -0.874801 -1.243 1.202 -2.309
N 1.077819 1.384769 0.260903 0.539 -2.598 2.182
N -1.103407 0.892144 -0.522119 1.059 -0.192 -2.231
H 0.127170 -2.996626 0.253698 1.468 0.152 0.301
H 0.184167 -0.797787 2.259222 0.729 0.536 0.621
H 0.502743 -2.544691 2.738862 -0.448 -0.385 0.010
H -1.373481 0.086031 -1.127305 -0.686 -0.353 0.310
H 0.645732 -1.306085 -0.151715 -0.060 -0.288 0.837
H 0.417837 1.054179 -2.898303 0.394 0.500 -0.196
H 1.964087 0.895121 -0.000102 -0.775 0.638 0.534
H 0.556286 0.883615 1.132406 1.369 1.592 -1.685
H -1.239164 -1.950797 -2.534306 -0.374 -0.325 -0.778
H -0.777337 2.088695 2.499766 0.236 0.156 -0.075
H -1.117505 0.765826 0.433151 -0.857 -0.708 3.024
O -0.433474 1.196295 2.372636 -0.312 -0.450 -0.351
H 0.047292 2.447435 -1.166519 0.177 0.220 -0.312
H 0.195932 -0.281396 -1.982601 0.861 0.149 0.016
O -1.043935 -1.721297 -1.632996 0.375 1.218 0.824

[7]
20
Properties=species:S:1:pos:R:3:forces:R:3 method="wB97M-V/def2-TZVPD" fmax_ev_per_a=4.911 total_charge=+1 orbital_gap_ev=10.5
C 0.536065 -1.982403 0.238967 1.385 -2.225 4.154
C 1.387994 -0.742061 0.527350 -1.197 -0.489 2.104
C 1.045482 0.609495 0.113993 0.170 4.361 -0.572
N 2.012165 1.707917 0.247804 -2.333 -2.443 -0.904
N -0.704397 2.076091 -0.621127 -0.425 -0.954 -1.812
N -0.188601 0.869525 -0.248022 0.250 -2.347 -1.263
N -2.430704 -0.682664 -0.202229 -1.082 -2.289 1.219
H -0.179723 -2.211814 1.143842 1.018 0.727 -2.049
H 0.038838 -2.019120 -0.663117 -0.986 -0.255 -1.937
H 1.307511 -2.874103 0.365941 -1.684 1.713 -0.732
H 2.351934 -0.910319 0.165630 1.885 -0.320 -0.039
H 1.315915 -0.711884 1.657657 1.031 0.275 -1.054
H 2.925710 1.333636 -0.014896 -0.148 0.572 0.340
H 1.750928 2.606108 -0.225374 0.320 -1.423 0.451
H -0.583768 2.871051 -0.082134 0.239 1.274 1.330
H -1.260891 2.132044 -1.474765 0.521 -0.248 0.638
H -0.767757 -0.020813 -0.578054 0.336 1.864 1.661
H -2.937663 -0.856667 -1.070438 -0.143 0.215 0.257
H -2.870144 -1.362740 0.511813 1.232 0.864 -1.637
H -2.748889 0.168720 0.207156 -0.388 1.127 -0.154

[8]
21
Properties=species:S:1:pos:R:3:forces:R:3 method="wB97M-V/def2-TZVPD" fmax_ev_per_a=4.804 total_charge=0 orbital_gap_ev=9.2 smiles="[H]/N=P(=N/C)/NC.CN"
C 3.248883 -1.662191 0.563138 1.089 0.480 -0.251
C -3.539935 0.017629 0.118122 0.103 -1.496 0.181
C 1.008513 2.622386 -0.250688 0.516 -1.955 -0.490
N 1.961494 -1.537391 -0.144114 -0.769 3.782 0.326
N -0.146001 -0.001618 -1.101150 -0.291 -0.573 -0.110
N -3.255279 -1.428829 0.335790 -0.298 1.723 2.798
N 1.747036 1.379437 0.018307 3.013 -3.274 1.811
P 1.241078 -0.112511 -0.435612 -0.200 -2.676 0.576
H 3.331332 -1.449711 1.701758 -0.788 -0.441 -1.669
H 4.046051 -0.892352 0.111473 -1.165 -2.186 0.688
H 3.409430 -2.772047 0.368528 0.992 1.594 0.503
H -3.872473 0.437914 1.042003 -0.646 0.240 0.595
H -2.615734 0.577491 -0.084009 -0.298 -0.476 -0.550
H -4.313687 0.055651 -0.646139 0.087 0.975 -0.171
H 0.082718 2.153977 -0.624850 0.035 1.058 -0.122
H 0.814008 3.185129 0.668156 0.433 0.246 -0.535
H 1.646897 2.961402 -1.067779 -0.867 1.633 0.205
H -2.934976 -1.801302 -0.475787 1.125 -1.477 -2.783
H -0.568324 -0.938139 -1.196059 0.275 0.672 -0.093
H -4.027732 -1.997775 0.663430 -0.082 0.506 -0.080
H 2.736711 1.202851 0.435483 -2.264 1.644 -0.830

[9]
19
Properties=species:S:1:pos:R:3:forces:R:3 method="wB97M-V/def2-TZVPD" fmax_ev_per_a=2.444 total_charge=0 orbital_gap_ev=9.4 smiles=CCNC.O.O
C 0.071421 0.036811 -2.440218 -1.918 0.255 1.493
C -0.403757 -0.701740 -1.163582 0.093 -1.006 -0.237
N 0.111984 -2.074763 -1.266905 0.074 -1.028 1.198
C 0.070041 -2.807098 0.010897 -0.756 1.315 0.746
H 0.079069 1.099655 -2.183106 0.616 0.016 -0.471
H 0.982687 -0.426068 -2.786788 0.309 0.372 -0.085
H -0.742148 -0.083974 -3.154428 0.302 -0.037 -0.461
H -0.062406 -0.297721 -0.206820 0.441 0.121 -0.431
H -1.499426 -0.721268 -1.021769 0.071 0.223 -0.446
H -0.435282 -2.673659 -1.867773 -0.193 0.535 -0.617
H -0.024026 -3.876871 -0.143275 0.552 -0.081 0.062
H -0.784661 -2.514516 0.652088 -0.409 -0.169 -0.487
H 0.858392 -2.475505 0.688312 0.682 -0.565 -0.374
H -1.207633 5.015985 4.336357 -0.202 0.325 0.552
H -1.161564 5.758054 3.092855 -0.211 0.665 0.132
O -1.394220 5.914796 4.023725 0.416 -0.996 -0.687
H 2.026125 0.465754 0.441170 0.000 0.364 -0.844
H 2.025262 -0.118210 1.759197 -0.244 -0.077 0.607
O 1.490144 0.480336 1.230063 0.377 -0.232 0.349

[10]
19
Properties=species:S:1:pos:R:3:forces:R:3 method="wB97M-V/def2-TZVPD" fmax_ev_per_a=1.881 total_charge=0 orbital_gap_ev=10.8 smiles=CC(C)N.O.O
C -2.316571 0.619981 -0.724530 -1.087 -1.531 0.116
C -1.332463 0.318347 0.413098 -0.051 0.163 -0.389
C -1.090889 -1.177842 0.562056 -0.745 -0.413 1.111
N -0.052316 1.006339 0.195026 0.310 -0.302 -0.692
H -3.313540 0.068199 -0.585879 1.431 0.599 -0.207
H -2.572334 1.660774 -0.761259 0.031 0.680 -0.079
H -1.873193 0.315033 -1.690934 -0.270 0.104 0.370
H -1.710873 0.751396 1.331386 -0.310 -0.148 0.337
H -0.415837 -1.422712 1.428743 -0.730 0.261 -0.812
H -2.076834 -1.718043 0.679232 1.078 0.538 0.042
H -0.634447 -1.550820 -0.337327 0.331 -0.248 -0.446
H -0.210107 1.998091 0.143128 -0.069 0.445 0.176
H 0.315593 0.762544 -0.738634 -0.092 -0.100 0.503
H 2.641434 -0.290524 -2.076511 0.401 0.127 0.030
H 2.104231 -0.519519 -0.639807 0.652 0.073 1.192
O 1.898585 -0.593267 -1.563007 -0.989 -0.259 -1.164
H 2.154566 -0.647136 2.010047 0.134 0.370 -0.611
H 1.319916 0.388153 1.122950 1.372 -0.627 -0.055
O 2.236062 -0.082074 1.218750 -1.398 0.268 0.578

[11]
20
Properties=species:S:1:pos:R:3:forces:R:3 method="wB97M-V/def2-TZVPD" fmax_ev_per_a=1.657 total_charge=0 orbital_gap_ev=9.1 smiles=C[C@H](N)CS.O.O
C 2.042036 -0.882514 -0.817448 0.558 0.047 -0.120
C 0.871358 0.043622 -0.472099 0.593 -0.033 0.452
C 0.792850 0.327449 1.052729 0.226 -0.072 -1.640
S -0.631295 1.475926 1.384363 0.827 -1.018 0.865
N 1.020032 1.272663 -1.243768 -0.086 -0.993 -0.183
H 1.947369 -1.898569 -0.419574 -0.075 0.207 0.095
H 2.103222 -0.938720 -1.903415 -0.167 -0.168 -0.055
H 3.020696 -0.478716 -0.526326 -0.204 0.034 0.272
H 0.008828 -0.568786 -0.734831 -0.398 0.754 -0.375
H 1.745226 0.795275 1.307354 -0.149 0.154 0.355
H 0.731658 -0.661301 1.502604 -0.434 0.382 0.601
H -0.993102 0.744690 2.474416 -0.126 0.542 -0.429
H 1.707896 1.894707 -0.856922 -0.249 0.333 -0.066
H 0.213858 1.671183 -1.683751 -0.079 0.255 0.244
H -1.664282 -1.275672 0.249323 -0.373 0.380 -0.218
H -2.324364 -1.505092 1.606837 -0.952 0.130 0.343
O -1.509568 -1.585256 1.141818 1.124 -0.748 -0.036
H -3.673826 0.147670 -0.567423 0.088 -0.528 -0.331
H -2.640635 1.165228 -0.598283 0.775 0.047 -0.017
O -2.767951 0.256219 -0.895613 -0.899 0.296 0.244

[12]
21
Properties=species:S:1:pos:R:3:forces:R:3 method="wB97M-V/def2-TZVPD" fmax_ev_per_a=1.959 total_charge=0 orbital_gap_ev=9.3 smiles=NCCCSS.O.O
S -3.296958 -1.748904 -0.407337 -0.039 0.313 0.185
S -3.125032 0.292591 -0.009783 0.222 -0.777 -0.134
C -1.569665 0.362077 0.928841 0.367 0.017 0.363
C -0.536408 1.234920 0.225622 -0.471 0.380 -0.357
C 0.043873 0.788778 -1.132221 0.258 -0.056 0.570
N 1.508803 1.080193 -1.182476 -0.730 -0.381 0.224
H -2.280819 -1.949638 -1.272275 -0.116 0.271 -0.013
H -1.703551 0.779097 1.933596 -0.471 0.188 -0.223
H -1.204739 -0.635340 1.161244 -0.068 -0.167 -0.467
H -1.033721 2.194598 0.030437 0.366 0.107 0.376
H 0.272716 1.388629 0.946424 0.016 0.116 -0.071
H -0.150756 -0.279714 -1.268138 0.180 -0.066 -0.054
H -0.461237 1.291012 -1.950838 -0.101 0.053 -0.059
H 1.734285 1.718418 -1.924787 0.083 0.020 -0.305
H 1.777568 1.536387 -0.322879 0.095 0.118 0.027
H 1.654788 -0.905496 -0.794301 0.992 -0.413 -0.221
H 2.914117 -1.722413 -0.371839 1.333 0.402 0.193
O 2.013741 -1.800486 -0.614143 -1.926 0.054 -0.353
H 1.342152 -1.407448 2.764139 0.154 0.125 -0.154
H 1.295407 -0.860771 1.292162 0.063 -0.607 0.429
O 0.805436 -1.356490 1.968551 -0.208 0.302 0.045